[1]
DFT (ωB97M-V/def2-TZVPD) results for a cluster of 15 separate species, C27H88N26O15 in total.

Last column: Mulliken spin population.
Positions of all 156 atoms, in Å:
C (-5.439, -0.591, -3.987)  0.180
O (-4.642, -1.328, -4.504)  -0.137
N (-5.777, -0.766, -2.720)  -0.032
N (-5.884, 0.513, -4.442)  -0.023
H (-5.260, -1.460, -2.198)  0.022
H (-6.547, -0.298, -2.265)  0.012
H (-5.496, 0.944, -5.269)  -0.004
H (-6.491, 1.061, -3.850)  0.002
C (-0.486, 2.863, 3.506)  -0.002
O (-1.447, 3.582, 3.520)  0.000
N (-0.376, 1.737, 2.911)  -0.006
N (0.665, 3.220, 3.955)  0.000
H (-1.156, 1.352, 2.399)  0.004
H (0.396, 1.128, 3.139)  -0.001
H (1.467, 2.627, 3.799)  0.001
H (0.798, 4.108, 4.418)  0.000
C (-3.049, 1.811, -6.153)  0.011
O (-4.230, 1.899, -6.331)  -0.009
N (-2.607, 0.928, -5.308)  0.004
N (-2.173, 2.547, -6.701)  -0.001
H (-1.643, 1.063, -5.038)  -0.001
H (-3.247, 0.272, -4.883)  0.001
H (-1.257, 2.678, -6.295)  -0.003
H (-2.428, 3.250, -7.380)  0.002
C (-4.296, 1.968, 0.411)  0.019
O (-5.115, 2.784, 0.211)  -0.002
N (-3.132, 2.154, 0.968)  -0.003
N (-4.230, 0.775, -0.118)  -0.030
H (-2.350, 1.524, 0.857)  0.003
H (-2.988, 3.001, 1.499)  0.000
H (-4.801, 0.521, -0.912)  0.007
H (-3.422, 0.244, 0.173)  -0.002
C (-3.072, -3.268, 2.187)  0.243
O (-2.367, -3.617, 1.234)  -0.289
N (-2.696, -3.422, 3.387)  -0.019
N (-4.255, -2.706, 2.005)  -0.044
H (-1.849, -3.920, 3.620)  -0.007
H (-3.295, -2.950, 4.048)  -0.018
H (-4.615, -2.223, 2.816)  -0.013
H (-4.603, -2.592, 1.064)  0.019
C (2.721, -4.113, -0.848)  1.556
O (2.948, -3.878, 0.318)  -0.559
N (1.898, -3.394, -1.515)  -1.295
N (3.309, -4.968, -1.657)  0.040
H (1.623, -2.575, -0.991)  0.038
H (1.512, -3.570, -2.432)  0.287
H (2.780, -5.174, -2.493)  -0.171
H (3.928, -5.550, -1.112)  -0.031
C (1.158, 3.510, -0.145)  0.000
O (2.087, 3.494, 0.591)  0.000
N (1.326, 3.720, -1.411)  0.000
N (-0.130, 3.199, 0.141)  -0.001
H (2.237, 3.341, -1.626)  0.000
H (0.564, 3.969, -2.025)  0.000
H (-0.334, 2.975, 1.104)  0.000
H (-0.828, 3.097, -0.582)  0.000
C (-2.631, 3.869, -2.653)  0.000
O (-1.742, 3.401, -2.059)  -0.003
N (-3.730, 3.288, -3.094)  -0.003
N (-2.616, 5.138, -2.983)  0.001
H (-4.466, 3.733, -3.624)  0.000
H (-3.789, 2.282, -3.021)  0.000
H (-3.412, 5.520, -3.473)  -0.001
H (-1.747, 5.633, -2.839)  0.000
C (-1.019, -2.480, -4.992)  2.230
O (0.103, -2.369, -5.409)  -0.637
N (-2.100, -2.127, -5.643)  -0.479
N (-1.250, -3.130, -3.887)  -1.204
H (-1.996, -1.514, -6.439)  0.042
H (-2.962, -2.075, -5.120)  0.001
H (-0.532, -3.733, -3.511)  0.244
H (-2.211, -3.267, -3.607)  -0.156
C (5.124, -2.542, 3.035)  0.048
O (5.685, -1.881, 2.119)  -0.009
N (5.490, -2.397, 4.261)  -0.014
N (4.083, -3.278, 2.958)  -0.026
H (5.067, -2.929, 5.009)  -0.004
H (6.171, -1.671, 4.432)  -0.001
H (3.685, -3.378, 2.035)  0.027
H (3.806, -3.883, 3.718)  -0.003
C (-3.835, -3.884, -1.573)  2.304
O (-4.443, -3.131, -0.848)  -0.501
N (-4.537, -4.271, -2.618)  -0.432
N (-2.660, -4.519, -1.456)  0.097
H (-5.478, -3.976, -2.837)  0.065
H (-4.141, -5.054, -3.119)  -0.350
H (-2.380, -5.094, -2.238)  -0.530
H (-1.985, -4.272, -0.746)  0.096
C (-2.168, -0.430, -1.963)  0.220
C (-1.284, -1.007, -0.760)  0.021
C (0.170, -0.471, -0.647)  -0.013
O (0.964, -1.234, 0.205)  0.402
C (2.308, -0.740, 0.282)  -0.021
N (-1.934, -0.622, 0.546)  0.042
H (-2.242, 0.653, -2.058)  -0.046
H (-3.181, -0.831, -1.956)  -0.019
H (-1.924, -0.735, -2.981)  -0.030
H (-1.213, -2.086, -0.893)  0.080
H (0.165, 0.578, -0.352)  -0.025
H (0.648, -0.439, -1.626)  -0.116
H (2.816, -0.598, -0.672)  -0.024
H (2.956, -1.394, 0.866)  -0.046
H (2.367, 0.263, 0.704)  0.017
H (-2.605, -1.340, 0.779)  0.023
H (-1.291, -0.944, 1.254)  -0.004
C (1.484, 2.692, -4.883)  0.007
C (1.688, 1.180, -4.576)  0.009
C (2.274, 1.087, -3.114)  -0.037
O (3.373, 2.014, -2.998)  0.003
C (4.111, 1.759, -1.769)  0.001
N (0.404, 0.477, -4.595)  -0.077
H (1.065, 2.775, -5.886)  -0.001
H (2.442, 3.190, -5.036)  -0.001
H (0.865, 3.137, -4.104)  0.000
H (2.464, 0.773, -5.225)  0.010
H (2.693, 0.081, -3.088)  0.011
H (1.471, 1.303, -2.409)  -0.009
H (4.426, 0.715, -1.765)  0.001
H (3.333, 2.023, -1.053)  0.002
H (5.005, 2.355, -1.586)  0.000
H (0.080, 0.408, -3.641)  0.012
H (0.607, -0.498, -4.766)  0.011
C (1.002, -2.548, 5.069)  0.027
C (0.744, -1.072, 4.691)  -0.097
C (1.185, -0.076, 5.770)  0.010
O (0.244, -0.086, 6.885)  0.001
C (-0.800, 0.927, 6.880)  0.005
N (1.581, -0.809, 3.539)  0.066
H (0.571, -2.678, 6.062)  0.004
H (2.039, -2.882, 5.086)  -0.006
H (0.482, -3.181, 4.350)  0.018
H (-0.289, -0.852, 4.421)  0.020
H (1.303, 0.931, 5.371)  0.004
H (2.170, -0.413, 6.091)  -0.001
H (-1.410, 0.955, 7.783)  0.001
H (-1.404, 0.804, 5.982)  -0.001
H (-0.343, 1.916, 6.900)  0.000
H (2.557, -0.951, 3.756)  -0.005
H (1.389, -1.423, 2.760)  -0.005
C (5.030, 2.641, 2.654)  0.001
C (4.220, 1.416, 3.141)  -0.002
C (4.404, 1.156, 4.599)  -0.004
O (5.797, 1.144, 4.991)  0.000
C (5.955, 0.846, 6.411)  0.000
N (2.875, 1.763, 2.741)  0.009
H (5.026, 3.459, 3.375)  0.000
H (4.678, 3.070, 1.715)  0.000
H (6.089, 2.391, 2.591)  0.000
H (4.556, 0.573, 2.537)  0.000
H (4.062, 0.154, 4.858)  0.001
H (3.872, 1.902, 5.189)  -0.001
H (7.028, 0.755, 6.578)  0.000
H (5.424, -0.069, 6.675)  0.001
H (5.456, 1.593, 7.028)  0.000
H (2.367, 0.900, 2.606)  0.002
H (2.848, 2.152, 1.810)  -0.001

Cartesian forces (eV/Å) of the 6 atoms listed first:
C 1.0093 -0.9641 2.0513
O 1.7773 -1.4896 -1.8147
N -0.8870 -1.3341 3.2960
N -2.2775 4.1789 -2.4255
H -0.3647 -0.3892 0.1601
H 0.2603 -0.1313 -0.1204

Values from the calculation:
Energy above the lowest of the compared OMol25 structures with the same formula, charge and spin: 0.0 kcal/mol
2S+1: 2
Total charge: -1

=====

[2]
DFT (ωB97M-V/def2-TZVPD) results for a structure of composition C28H16Br2IN3O2Ru.

Last column: Mulliken spin population.
Positions of all 53 atoms, in Å:
Ru (-0.372, -0.072, -0.211)  4.288
I (-0.318, -0.076, 2.723)  0.157
C (-1.420, -1.857, 2.681)  -0.027
C (-1.765, -2.404, 3.877)  0.005
C (-2.522, -3.596, 3.890)  -0.015
C (-2.892, -4.180, 2.717)  0.026
C (-2.533, -3.609, 1.471)  -0.006
C (-2.912, -4.229, 0.253)  0.071
C (-2.564, -3.691, -0.947)  -0.006
C (-1.820, -2.490, -0.985)  -0.213
C (-1.423, -1.847, 0.166)  0.399
C (-1.778, -2.407, 1.428)  -0.159
H (-1.467, -1.940, 4.808)  -0.006
H (-2.799, -4.039, 4.838)  -0.001
H (-3.469, -5.097, 2.722)  0.001
H (-3.489, -5.147, 0.297)  0.004
H (-2.858, -4.174, -1.870)  -0.004
H (-1.577, -2.078, -1.960)  -0.005
Br (1.451, -0.190, -6.852)  0.002
C (0.951, -0.026, -5.061)  0.008
C (-0.375, 0.160, -4.723)  -0.004
C (-0.690, 0.250, -3.381)  0.009
N (0.237, 0.180, -2.419)  0.071
C (1.521, 0.025, -2.751)  0.034
C (1.916, -0.095, -4.069)  -0.001
C (2.489, 0.003, -1.614)  0.008
C (3.852, 0.067, -1.825)  -0.001
C (4.700, 0.060, -0.729)  0.009
Br (6.548, 0.142, -0.983)  0.001
C (4.170, -0.003, 0.543)  -0.005
C (2.794, -0.057, 0.665)  -0.011
N (1.964, -0.053, -0.382)  0.095
H (-1.147, 0.226, -5.476)  0.000
H (-1.710, 0.387, -3.048)  0.004
H (2.951, -0.249, -4.336)  -0.001
H (4.264, 0.138, -2.821)  -0.001
H (4.800, -0.007, 1.421)  0.000
H (2.340, -0.109, 1.643)  0.001
O (-2.545, 0.977, -1.159)  0.086
C (-2.191, 1.968, -0.506)  0.018
N (-1.018, 1.937, 0.170)  0.157
C (-0.845, 3.116, 0.898)  -0.032
O (0.085, 3.354, 1.626)  0.017
C (-2.017, 4.000, 0.550)  0.009
C (-2.320, 5.284, 0.943)  -0.001
C (-3.511, 5.833, 0.465)  0.004
C (-4.354, 5.108, -0.372)  0.000
C (-4.036, 3.808, -0.763)  0.003
C (-2.857, 3.279, -0.288)  0.008
H (-1.662, 5.836, 1.603)  0.000
H (-3.788, 6.839, 0.753)  0.000
H (-5.271, 5.561, -0.726)  0.000
H (-4.690, 3.241, -1.414)  0.001

Cartesian forces (eV/Å) of the 6 atoms listed first:
Ru -0.0223 0.2903 -0.2299
I 0.0209 0.0190 0.3819
C 0.1275 0.1792 -0.1358
C -0.1193 -0.2001 0.0998
C 0.0482 0.0751 0.1262
C -0.0239 -0.0428 -0.0791

Values from the calculation:
Energy above the lowest of the compared OMol25 structures with the same formula, charge and spin: 3.0 kcal/mol
2S+1: 6
Total charge: +1

=====

[3]
DFT (ωB97M-V/def2-TZVPD) results for a structure of composition C28H16Cl5F5LuN3O10PS.

Last column: Mulliken charge in e.
Positions of all 70 atoms, in Å:
Lu (-0.005, -0.451, -0.300)  1.437
Cl (-4.086, 2.456, -5.986)  -0.216
C (-2.893, 1.722, -4.962)  0.346
C (-2.931, 1.922, -3.585)  -0.232
Cl (-4.151, 2.926, -2.872)  -0.211
C (-1.983, 1.318, -2.781)  1.016
Cl (-1.952, 1.583, -1.068)  -0.111
C (-0.968, 0.477, -3.270)  -1.138
O (-0.110, -0.074, -2.489)  -0.373
C (-0.938, 0.309, -4.667)  0.351
Cl (0.332, -0.678, -5.299)  -0.189
C (-1.875, 0.922, -5.494)  0.233
Cl (-1.781, 0.703, -7.209)  -0.207
O (2.895, -5.783, -0.608)  -0.541
C (3.299, -5.232, 0.522)  0.415
O (4.184, -5.706, 1.201)  -0.642
C (2.606, -3.983, 0.942)  0.244
C (2.913, -3.307, 2.092)  -0.710
N (2.090, -2.254, 2.166)  -0.337
N (1.274, -2.174, 1.132)  0.280
C (1.567, -3.217, 0.374)  -0.037
C (0.791, -3.376, -0.891)  0.645
O (0.944, -4.385, -1.580)  -0.934
O (-0.032, -2.420, -1.131)  -0.303
H (2.139, -5.268, -0.991)  0.440
H (3.655, -3.529, 2.846)  0.516
H (2.080, -1.463, 2.821)  -0.028
F (-3.125, 3.909, 4.253)  -0.328
C (-1.998, 3.280, 3.945)  0.308
C (-1.936, 2.445, 2.869)  -0.046
F (-3.016, 2.252, 2.131)  -0.328
C (-0.750, 1.796, 2.589)  -0.949
F (-0.837, 0.978, 1.520)  1.095
C (0.424, 1.919, 3.329)  0.545
S (1.910, 1.084, 2.980)  -0.509
C (0.292, 2.794, 4.395)  0.232
F (1.333, 3.017, 5.184)  -0.363
C (-0.878, 3.449, 4.705)  0.372
F (-0.936, 4.252, 5.763)  -0.318
C (-5.409, -1.612, 1.195)  -0.752
O (-4.021, -2.007, 1.281)  -0.344
P (-2.904, -0.903, 0.841)  0.321
O (-1.583, -1.646, 1.503)  -0.097
C (-1.471, -1.673, 2.935)  -0.848
O (-2.513, -1.344, -0.680)  0.042
C (-2.756, -2.701, -1.152)  -0.956
H (-5.973, -2.249, 1.867)  0.256
H (-5.788, -1.742, 0.181)  0.277
H (-5.546, -0.569, 1.490)  0.357
H (-0.740, -2.437, 3.177)  0.232
H (-2.430, -1.934, 3.373)  0.396
H (-1.125, -0.717, 3.316)  0.229
H (-2.179, -2.829, -2.049)  0.335
H (-3.814, -2.797, -1.352)  0.270
H (-2.441, -3.427, -0.416)  0.297
O (0.778, 3.824, -0.076)  -0.687
C (1.486, 2.908, -0.406)  -0.316
N (1.158, 1.555, -0.384)  0.617
C (2.223, 0.851, -0.772)  0.587
O (2.196, -0.411, -0.760)  -0.734
C (3.363, 1.746, -1.155)  0.153
C (4.613, 1.489, -1.675)  -0.353
C (5.424, 2.595, -1.952)  -0.597
C (4.974, 3.890, -1.697)  -0.440
C (3.702, 4.121, -1.168)  -0.528
C (2.913, 3.024, -0.914)  0.095
H (4.942, 0.470, -1.865)  0.515
H (6.411, 2.446, -2.375)  0.402
H (5.622, 4.734, -1.923)  0.380
H (3.344, 5.130, -0.967)  0.470

Cartesian forces (eV/Å) of the 6 atoms listed first:
Lu 0.2125 -0.0839 -0.4112
Cl 0.1899 -0.1072 0.1090
C 0.0025 -0.0032 -0.1105
C -0.1374 0.0895 0.0539
Cl 0.1421 -0.1315 -0.1092
C -0.1134 0.0868 0.2041

Values from the calculation:
Energy above the lowest of the compared OMol25 structures with the same formula, charge and spin: 20.2 kcal/mol
Total charge: -1

=====

| no. | DFT total energy (eV) |
| --- | --- |
| 1 | -98886.400 |
| 2 | -188621.898 |
| 3 | -184195.033 |